No. 1
Below is a molecular structure, C19H40AuN3OSi3, with properties calculated with the ωB97M-V functional and the def2-TZVPD basis.

Summary:
* ΔE to the lowest compared entry with this formula, charge and spin: 13.2 kcal per mole
* net charge: 0
* highest occupied orbital energy: -7.33 eV
* Kohn-Sham gap: 7.640 eV
* largest force on an atom: 0.82 eV/A

```
67
C19H40AuN3OSi3 the ωB97M-V functional and the def2-TZVPD basis
Au -0.15 0.22 0.18
Si -2.32 -0.07 -2.46
Si -1.19 2.69 -1.23
Si 0.72 0.81 -2.87
O 0.40 1.70 2.22
N 2.24 0.28 -0.61
N -1.00 1.09 3.91
N -0.30 3.28 3.70
C -0.26 2.01 3.21
C -0.83 0.91 -1.79
C 1.00 -0.79 -3.87
C -2.87 0.57 -4.18
C -2.40 2.77 0.26
C 2.31 0.86 -1.81
C 4.54 0.71 -0.20
C -2.29 1.43 4.47
C -0.27 3.54 5.13
C 0.46 3.52 -0.72
C 3.31 0.21 0.16
C -3.82 -0.02 -1.28
C 3.52 1.39 -2.25
C -1.99 3.83 -2.54
C 4.65 1.33 -1.44
C 0.23 4.34 2.87
C -0.81 -0.31 3.63
C -1.94 -1.93 -2.72
C 0.89 2.21 -4.16
H -4.26 0.97 -1.23
H -2.34 1.19 5.53
H 0.15 -0.44 3.13
H 1.18 3.50 -1.53
H 0.69 3.98 5.41
H -0.24 5.28 3.15
H 3.58 1.86 -3.22
H 3.15 -0.29 1.11
H 1.32 4.43 2.96
H -0.01 4.10 1.84
H -2.32 1.89 0.88
H 1.00 3.18 -3.68
H 0.01 2.26 -4.79
H -3.54 -0.30 -0.27
H -2.22 3.63 0.89
H -1.32 -2.33 -1.92
H 5.39 0.62 0.46
H -2.94 3.43 -2.86
H -1.42 -2.09 -3.65
H -2.07 0.44 -4.90
H 0.95 -1.67 -3.24
H -3.43 2.84 -0.08
H 0.27 -0.91 -4.66
H -3.74 0.05 -4.56
H -2.17 4.83 -2.14
H -2.49 2.49 4.32
H -1.36 3.95 -3.42
H 1.98 -0.78 -4.34
H 0.91 2.99 0.11
H -0.41 2.61 5.68
H -0.82 -0.86 4.57
H -4.60 -0.71 -1.60
H -2.85 -2.51 -2.75
H 1.75 2.07 -4.81
H -1.06 4.24 5.42
H 0.31 4.56 -0.43
H 5.59 1.75 -1.77
H -1.59 -0.70 2.97
H -3.07 0.87 3.95
H -3.11 1.63 -4.15
```

No. 2
Below is a molecular structure, C19H40BBr2ClF3KLiMgN2O19PSSi in a non-equilibrium geometry, with properties calculated with the ωB97M-V functional and the def2-TZVPD basis.

Summary:
* net charge: 0
* highest occupied orbital energy: -6.16 eV
* Kohn-Sham gap: 1.019 eV
* largest force on an atom: 10.55 eV/A

```
93
C19H40BBr2ClF3KLiMgN2O19PSSi the ωB97M-V functional and the def2-TZVPD basis
Br 6.59 2.32 -1.43
Br 3.27 1.01 -2.38
K -0.78 0.59 -0.15
Cl -2.88 7.33 -0.90
S -0.45 -3.47 -7.55
P 0.56 -6.97 0.04
Si -1.58 -7.53 0.00
Mg -3.18 5.07 3.15
F 1.41 0.65 -5.07
F -1.71 -8.95 -1.10
F 0.81 0.69 -7.38
O -2.94 1.11 -5.15
O 0.87 -4.32 -7.98
O -2.29 -1.68 -5.37
O -1.42 -2.51 -1.01
O -0.77 1.39 -5.72
O 1.33 -7.25 -1.50
O 3.92 -9.04 0.58
O -4.09 7.91 -1.46
O -0.95 -3.06 -9.04
O -2.88 5.90 -1.12
O 0.74 -5.27 0.43
O -1.73 7.93 -1.54
O -1.59 -0.44 -1.99
O -0.23 -0.88 -5.90
O -2.84 7.60 0.53
O -0.02 -2.27 -6.87
O 0.40 -1.32 -1.73
O -1.41 -4.39 -6.98
O 0.16 2.73 3.81
N -0.18 3.32 5.02
N 1.35 -7.83 1.16
C -3.40 -0.18 -0.38
C -1.52 -0.75 -5.56
C -0.97 5.58 5.08
C 4.95 2.21 -0.39
C 1.00 4.94 6.54
C 0.27 4.37 7.75
C 0.80 -4.61 -9.38
C -1.26 1.30 5.92
C -1.85 0.65 -5.45
C -3.01 -0.47 -1.82
C -0.92 -1.53 -1.53
C -0.59 3.15 7.43
C 1.17 1.66 6.40
C 1.30 5.22 4.10
C 0.06 -3.42 -9.99
C 0.30 4.71 5.18
C 1.23 -2.35 -1.20
C 4.20 0.93 -0.67
C -0.17 2.38 6.15
B 0.33 0.47 -6.02
Li -3.48 -5.36 -0.17
H -1.63 3.49 7.32
H 4.36 3.11 -0.62
H -0.60 2.48 8.30
H 0.73 -2.56 -10.11
H 2.00 2.34 6.62
H -1.45 5.46 4.10
H -3.03 -0.97 0.29
H -1.95 -7.93 1.35
H -0.73 6.65 5.19
H 2.09 -7.91 -1.39
H 1.80 -4.74 -9.80
H 0.89 5.17 3.09
H 3.42 0.77 0.08
H 0.93 -3.33 -1.57
H -0.39 -3.67 -10.95
H -1.70 5.33 5.84
H -0.09 -4.93 0.92
H 2.14 -8.39 0.76
H -3.43 0.32 -2.46
H -1.01 0.63 5.09
H -3.43 -1.42 -2.17
H 1.09 0.97 7.26
H 2.26 -2.16 -1.52
H -2.95 0.76 -0.04
H 1.20 -2.32 -0.11
H -2.44 -6.46 -0.50
H 2.24 4.65 4.12
H 1.56 6.27 4.27
H 2.01 4.51 6.52
H -1.40 0.68 6.81
H 1.47 1.05 5.54
H 4.71 -8.80 1.03
H 0.22 -5.53 -9.50
H 1.16 6.02 6.71
H -4.48 -0.12 -0.27
H -0.37 5.14 8.20
H -2.23 1.76 5.70
H 1.01 4.11 8.52
H 5.27 2.25 0.66
H 4.85 0.05 -0.70
```

No. 3
Below is a molecular structure, C19H40Cl6Cu2N4O7 in a non-equilibrium geometry, with properties calculated with the ωB97M-V functional and the def2-TZVPD basis.

Summary:
* net charge: 0
* highest occupied orbital energy: -6.35 eV
* Kohn-Sham gap: 3.569 eV
* largest force on an atom: 6.07 eV/A

```
78
C19H40Cl6Cu2N4O7 the ωB97M-V functional and the def2-TZVPD basis
Cu 19.60 4.90 -17.74
Cu 16.86 7.41 -12.83
Cl 23.78 9.12 -12.39
Cl 25.76 2.54 -18.47
Cl 20.83 -1.32 -12.61
Cl 26.39 1.93 -15.21
Cl 23.48 0.36 -11.89
Cl 25.49 6.22 -13.08
O 17.65 1.61 -9.34
O 18.36 5.42 -14.88
O 17.07 6.30 -19.38
O 21.54 7.77 -17.57
O 19.35 5.46 -13.07
O 16.16 1.35 -17.31
O 20.17 4.28 -14.77
N 21.06 9.95 -17.23
N 14.87 5.60 -19.52
N 17.86 3.63 -8.32
N 16.05 0.61 -15.20
C 24.69 2.14 -15.91
C 23.21 7.47 -11.96
C 24.65 3.07 -17.14
C 21.40 10.37 -18.59
C 13.56 5.38 -18.92
C 16.00 0.93 -13.81
C 21.79 1.07 -11.92
C 15.96 6.15 -18.91
C 19.33 4.99 -14.21
C 20.65 11.06 -16.36
C 18.05 5.07 -8.53
C 15.94 -0.83 -15.55
C 16.17 1.60 -16.13
C 21.15 8.69 -16.83
C 20.86 0.39 -12.92
C 17.42 3.23 -7.00
C 23.69 6.45 -13.01
C 15.00 5.34 -20.95
C 17.95 2.79 -9.38
H 19.58 11.09 -16.53
H 20.92 10.85 -15.32
H 14.99 -1.26 -15.23
H 21.90 2.12 -12.17
H 12.85 6.15 -19.22
H 24.16 1.22 -16.17
H 22.13 7.42 -11.78
H 23.64 3.14 -17.55
H 16.79 -1.34 -15.09
H 18.07 3.37 -10.31
H 21.44 9.51 -19.25
H 24.16 2.63 -15.10
H 23.25 6.65 -13.99
H 19.86 0.82 -12.94
H 18.13 3.50 -6.22
H 23.27 5.49 -12.73
H 15.81 6.38 -17.84
H 21.14 12.02 -16.54
H 16.43 3.61 -6.76
H 16.48 0.15 -13.22
H 14.83 4.27 -21.04
H 23.64 7.21 -10.99
H 18.97 5.24 -9.07
H 13.65 5.41 -17.84
H 20.70 11.15 -18.91
H 16.42 1.88 -13.47
H 25.04 4.04 -16.80
H 16.04 -0.98 -16.63
H 13.22 4.35 -19.06
H 21.29 0.59 -13.90
H 17.22 5.46 -9.12
H 20.95 8.53 -15.76
H 16.23 2.61 -15.69
H 15.00 0.92 -13.38
H 22.40 10.79 -18.55
H 18.21 5.53 -7.56
H 15.98 5.63 -21.34
H 21.48 1.09 -10.87
H 17.29 2.15 -7.07
H 14.20 5.77 -21.55
```

No. 4
Below is 3 unconnected molecules or ions with the total composition C19H40NO10PS3, with properties calculated with the ωB97M-V functional and the def2-TZVPD basis.

Summary:
* ΔE to the lowest compared entry with this formula, charge and spin: 0.0 kcal per mole
* net charge: 0
* highest occupied orbital energy: -9.16 eV
* Kohn-Sham gap: 9.570 eV
* largest force on an atom: 0.73 eV/A
* SMILES: CCCCO[C@]1(P(C)O)OS(=O)(=O)O[C@H]1CCCCN.O=S1(=O)CCCC1.O=S1(=O)CCCC1

```
74
C19H40NO10PS3 the ωB97M-V functional and the def2-TZVPD basis
S -0.53 -0.67 0.77
S 1.59 3.47 -4.34
S -1.51 -6.73 -1.70
P 0.29 2.06 3.98
O 0.04 3.66 3.61
O -0.39 -2.05 1.11
O -0.15 -7.23 -1.75
O 0.37 0.14 1.84
O -0.30 -0.24 -0.55
O -2.60 -7.64 -1.47
O -0.65 2.14 1.36
O 1.86 4.33 -3.21
O -1.93 -0.11 1.24
O 2.20 2.17 -4.42
N 2.06 -3.69 4.94
C 1.91 4.36 -5.86
C -1.57 -5.37 -0.53
C 3.25 2.37 -0.40
C -0.51 4.02 -5.87
C 0.45 2.94 0.86
C -1.77 0.47 2.58
C 0.73 2.67 -0.61
C -1.81 -0.66 3.63
C -0.45 1.23 2.38
C 1.92 1.73 -0.84
C -0.61 -0.97 4.56
C -1.26 -4.14 -1.37
C 0.21 -2.20 4.20
C -1.82 -5.74 -3.17
C 1.18 -2.58 5.31
C -1.16 1.99 5.11
C -2.05 -4.30 -2.67
C 0.74 3.97 -6.76
C -0.19 3.29 -4.57
H -2.58 -5.34 -0.13
H -0.17 2.29 -1.10
H -1.38 3.58 -6.37
H 3.04 -3.44 5.08
H -1.11 1.13 5.77
H 3.54 2.04 0.61
H -0.68 3.70 -3.70
H -3.11 -4.15 -2.48
H -0.38 2.22 -4.64
H 0.08 -0.14 4.66
H -1.01 -1.14 5.57
H 0.89 4.12 3.51
H -2.04 -1.58 3.10
H 3.19 3.46 -0.38
H 0.88 2.96 -7.14
H 2.88 4.06 -6.23
H -1.05 2.89 5.73
H 0.66 4.64 -7.61
H -2.59 1.17 2.71
H -0.93 -5.82 -3.80
H -1.52 -3.23 -0.84
H 0.16 3.97 1.02
H 1.36 2.75 1.44
H 0.79 -2.01 3.29
H -0.19 -4.10 -1.58
H -0.86 -5.57 0.27
H 1.96 -3.90 3.95
H -2.13 2.05 4.64
H 1.90 5.42 -5.62
H -2.68 -0.45 4.25
H 1.77 0.80 -0.31
H 1.76 -1.68 5.58
H 0.61 -2.87 6.20
H -0.45 -3.05 3.97
H -0.76 5.06 -5.66
H -2.68 -6.17 -3.68
H 4.06 2.08 -1.06
H 2.00 1.48 -1.90
H -1.74 -3.58 -3.43
H 0.99 3.63 -1.08
```

No. 5
Below is 3 unconnected molecules or ions with the total composition C19H40NO2SSi in a non-equilibrium geometry, with properties calculated with the ωB97M-V functional and the def2-TZVPD basis.

Summary:
* ΔE to the lowest compared entry with this formula, charge and spin: 229.4 kcal per mole
* net charge: +1
* highest occupied orbital energy: -11.04 eV
* Kohn-Sham gap: 6.085 eV
* largest force on an atom: 5.48 eV/A

```
64
C19H40NO2SSi the ωB97M-V functional and the def2-TZVPD basis
S 3.28 0.99 1.56
Si -0.86 -0.41 -1.65
O -5.78 1.83 -1.42
O 4.89 -3.38 5.46
N 1.45 0.31 -3.47
C -5.67 3.00 -0.62
C 2.29 0.10 -4.74
C 5.14 -1.53 7.06
C 2.88 1.82 -0.08
C 0.60 -1.92 -5.73
C -0.26 -1.72 -4.35
C 2.98 0.81 -1.37
C 5.79 -2.67 6.31
C -1.89 1.26 -1.72
C 4.26 -2.63 4.43
C -2.22 -1.82 -1.49
C -5.53 2.71 0.87
C 1.93 1.40 -2.53
C 0.15 -0.49 0.01
C 0.22 -0.57 -3.24
C 5.24 -2.00 3.45
C -8.23 1.64 -1.33
C -6.88 0.97 -1.15
C 1.94 -0.99 -5.92
H 3.66 2.70 -0.27
H -2.79 1.14 -2.50
H 1.10 2.07 -2.08
H 0.23 -2.71 -6.52
H 2.80 -0.33 -1.13
H -3.30 -1.33 -1.64
H 2.05 1.02 2.30
H -6.81 0.13 -1.85
H -5.41 3.64 1.43
H 3.61 -3.32 3.89
H -0.56 -0.98 0.84
H -4.78 3.53 -0.96
H 4.08 0.92 -1.83
H -1.24 2.18 -2.03
H -8.37 2.48 -0.65
H 2.61 2.13 -3.19
H 1.10 -1.17 -0.05
H 4.75 -0.76 6.38
H -6.79 0.54 -0.14
H 2.59 -1.15 -6.90
H 1.82 2.35 0.03
H 6.66 -2.33 5.73
H -6.52 3.67 -0.81
H -2.02 -2.73 -2.21
H 3.28 0.75 -4.91
H 5.86 -2.77 2.99
H -4.66 2.07 1.05
H 3.60 -1.87 4.87
H 4.30 -1.89 7.66
H -2.40 1.38 -0.66
H 6.18 -3.40 7.03
H 0.38 0.63 0.30
H 5.87 -1.04 7.72
H -9.04 0.93 -1.15
H -2.21 -2.23 -0.38
H -1.21 -2.40 -4.21
H -6.41 2.18 1.26
H 4.70 -1.47 2.66
H -8.33 2.03 -2.35
H 5.90 -1.29 3.94
```

No. 6
Below is a molecular structure, C19H40NP3SeYb in a non-equilibrium geometry, with properties calculated with the ωB97M-V functional and the def2-TZVPD basis.

Summary:
* ΔE to the lowest compared entry with this formula, charge and spin: 0.0 kcal per mole
* net charge: +3
* highest occupied orbital energy (alpha / beta): -16.12 / -16.12 eV
* Kohn-Sham gap (alpha / beta): 7.601 / 4.325 eV
* largest force on an atom: 2.83 eV/A
* multiplicity: 2
* expectation value of S²: 0.77

```
65
C19H40NP3SeYb the ωB97M-V functional and the def2-TZVPD basis
Yb 0.25 0.00 1.61
Se -0.80 0.12 -4.22
P -2.56 -0.11 0.76
P -0.01 2.74 1.01
P 0.20 -2.77 1.09
N 0.04 0.01 3.91
C -3.69 1.25 1.27
C 2.14 0.05 -0.38
C -2.98 -0.16 -1.03
C 0.03 0.01 5.08
C 3.36 -0.04 -4.73
C 3.53 0.22 -6.10
C 1.12 0.34 -6.36
C 0.00 0.01 6.52
C -0.42 -3.40 -0.51
C 2.40 0.40 -6.91
C 2.08 -0.11 -4.18
C -0.63 -3.89 2.27
C -3.57 -1.54 1.31
C 0.95 0.11 -4.98
C 1.61 3.60 1.00
C -0.90 3.80 2.20
C -0.70 3.32 -0.58
C 1.88 -3.48 1.10
C 2.82 0.10 0.79
H -0.23 2.76 -1.41
H -2.59 0.74 -1.53
H 0.00 -2.79 -1.33
H 2.33 -3.36 2.10
H -2.53 -1.04 -1.50
H -0.31 -0.20 -2.82
H -1.62 -3.50 2.53
H -1.52 -3.33 -0.55
H -0.02 -3.96 3.18
H -1.94 3.47 2.30
H -0.41 3.72 3.18
H 1.95 -0.32 -3.12
H 1.95 -0.90 -0.90
H 1.46 4.65 0.74
H 1.82 -4.55 0.85
H -0.49 4.39 -0.72
H 0.89 0.52 6.93
H 2.08 3.53 1.99
H -4.07 -0.20 -1.15
H -4.61 -1.38 0.99
H 2.52 -2.96 0.37
H 0.24 0.49 -6.99
H 2.29 3.13 0.27
H -0.11 -4.45 -0.65
H 4.24 -0.18 -4.09
H -0.87 4.85 1.87
H -0.90 0.52 6.88
H -3.41 2.20 0.80
H 2.53 0.59 -7.98
H -3.66 1.37 2.36
H -1.78 3.15 -0.61
H 1.89 0.96 -0.95
H -3.20 -2.48 0.89
H 3.22 -0.80 1.28
H 3.15 1.05 1.24
H -0.01 -1.03 6.90
H 4.54 0.27 -6.53
H -4.72 0.99 0.97
H -0.72 -4.89 1.83
H -3.54 -1.60 2.41
```

- What is the largest force on an atom in the fifth record?
  5.48 eV/A